Record 1
47
Properties=species:S:1:pos:R:3:nbo_charge:R:1 method="wB97M-V/def2-TZVPD" multiplicity=1 homo_ev=-10.91 total_charge=+1 homo_lumo_gap_ha=0.2179
C 0.211 -1.259 -5.640 -0.252
O 1.235 -1.590 -4.722 -0.542
C 1.066 -2.826 -4.039 -0.051
C -0.362 -3.203 -3.630 -0.439
C -0.318 -4.119 -2.377 -0.397
C -0.923 -3.481 -1.108 -0.392
C 0.133 -3.052 -0.076 -0.391
C 0.679 -1.655 -0.378 -0.397
C 1.429 -1.018 0.781 -0.395
C 0.508 -0.256 1.753 -0.398
C 0.570 1.263 1.549 -0.388
C 0.249 2.039 2.846 -0.890
Si 0.716 3.856 2.641 1.516
Br 0.538 4.453 0.474 -0.298
O -0.285 4.794 3.630 -1.285
Si -0.297 6.491 3.500 1.173
H 0.613 -0.501 -6.303 0.194
H -0.111 -2.107 -6.243 0.169
H -0.634 -0.808 -5.123 0.162
H 1.665 -2.744 -3.138 0.171
H 1.506 -3.633 -4.633 0.167
H -0.967 -2.337 -3.402 0.203
H -0.795 -3.798 -4.426 0.210
H -0.887 -5.021 -2.580 0.211
H 0.704 -4.432 -2.187 0.197
H -1.524 -2.621 -1.375 0.190
H -1.559 -4.217 -0.623 0.208
H 0.956 -3.762 -0.110 0.202
H -0.276 -3.101 0.932 0.192
H 1.381 -1.760 -1.203 0.208
H -0.120 -1.017 -0.751 0.189
H 2.021 -1.743 1.330 0.212
H 2.129 -0.300 0.362 0.202
H -0.532 -0.546 1.611 0.197
H 0.745 -0.508 2.784 0.197
H -0.203 1.533 0.838 0.209
H 1.538 1.592 1.188 0.208
H -0.801 1.907 3.104 0.196
H 0.888 1.669 3.646 0.245
H 2.138 3.960 3.001 -0.179
H 0.893 7.066 4.148 -0.165
H -0.361 6.957 2.112 -0.161
H -1.510 6.946 4.206 -0.198
O -2.953 3.037 4.308 -0.769
H -2.173 3.650 4.302 0.601
H -3.706 3.409 3.802 0.579
H -3.217 2.793 5.220 0.578



Record 2
52
Properties=species:S:1:pos:R:3:nbo_charge:R:1 method="wB97M-V/def2-TZVPD" multiplicity=1 homo_ev=-8.86 smiles="CO[C@@](CN)([PH2]=S)P(O)Cl.COCCOC.COCCOC" total_charge=0 homo_lumo_gap_ha=0.3439
C 0.537 -0.895 3.287 -0.250
O 1.177 0.283 2.788 -0.584
C 0.701 0.875 1.590 -0.362
C -0.843 1.125 1.544 -0.279
N -1.683 0.345 0.664 -0.840
P 1.521 2.543 1.669 0.859
S 2.240 3.250 0.016 -0.536
P 1.350 0.080 -0.015 1.167
O 2.872 -0.233 0.475 -0.993
Cl 0.634 -1.896 0.225 -0.382
H -0.365 -1.138 2.724 0.182
H 0.275 -0.716 4.331 0.188
H 1.225 -1.737 3.216 0.197
H -1.031 2.168 1.274 0.230
H -1.193 1.009 2.574 0.212
H -1.654 -0.652 0.808 0.373
H -1.542 0.553 -0.314 0.371
H 2.417 2.355 2.730 -0.023
H 0.525 3.329 2.271 -0.027
H 3.080 0.051 1.375 0.500
C -3.636 4.524 2.254 -0.253
O -3.319 3.499 1.333 -0.562
C -4.347 2.528 1.176 -0.104
C -5.184 2.774 -0.058 -0.087
O -5.918 3.985 0.015 -0.552
C -5.330 5.053 -0.700 -0.253
H -2.888 5.307 2.139 0.189
H -4.627 4.945 2.065 0.182
H -3.602 4.152 3.285 0.164
H -4.990 2.510 2.063 0.170
H -3.856 1.557 1.085 0.212
H -5.904 1.957 -0.160 0.186
H -4.542 2.772 -0.946 0.172
H -5.447 4.915 -1.781 0.168
H -4.266 5.157 -0.471 0.177
H -5.850 5.964 -0.405 0.190
C 2.790 -6.062 -2.474 -0.254
O 4.163 -5.987 -2.806 -0.551
C 4.434 -5.183 -3.940 -0.087
C 4.897 -3.791 -3.562 -0.087
O 3.891 -3.059 -2.890 -0.552
C 4.047 -3.025 -1.483 -0.255
H 2.722 -6.521 -1.489 0.189
H 2.327 -5.073 -2.441 0.181
H 2.246 -6.686 -3.192 0.165
H 3.546 -5.113 -4.578 0.171
H 5.225 -5.676 -4.513 0.183
H 5.151 -3.247 -4.477 0.183
H 5.800 -3.858 -2.945 0.172
H 4.866 -2.357 -1.195 0.168
H 4.238 -4.022 -1.077 0.174
H 3.120 -2.640 -1.064 0.197



Record 3
46
Properties=species:S:1:pos:R:3:nbo_charge:R:1 method="wB97M-V/def2-TZVPD" multiplicity=4 homo_ev="-6.21 / -6.77" total_charge=0 homo_lumo_gap_ha="0.2443 / 0.2559"
V 0.056 0.001 -1.026 -0.117
H -0.774 -0.594 0.230 0.115
H -0.781 0.522 0.237 0.143
P -0.100 -2.301 -1.302 1.024
P -0.103 2.306 -1.288 1.018
C 1.413 3.303 -0.908 -0.933
H 1.289 4.367 -1.173 0.227
H 1.634 3.215 0.166 0.241
H 2.261 2.880 -1.468 0.247
C -0.401 2.742 -3.066 -0.928
H -1.345 2.271 -3.379 0.234
H -0.453 3.831 -3.216 0.219
H 0.412 2.316 -3.671 0.253
C -1.424 3.274 -0.438 -0.941
H -1.266 3.215 0.649 0.239
H -1.429 4.335 -0.749 0.224
H -2.397 2.818 -0.675 0.240
C -0.223 -2.731 -3.105 -0.927
H -0.298 -3.818 -3.261 0.217
H -1.111 -2.227 -3.515 0.234
H 0.665 -2.336 -3.619 0.251
C 1.340 -3.340 -0.769 -0.934
H 1.447 -3.259 0.323 0.240
H 1.216 -4.400 -1.050 0.227
H 2.254 -2.940 -1.233 0.246
C -1.529 -3.236 -0.599 -0.940
H -2.459 -2.752 -0.936 0.240
H -1.529 -4.296 -0.913 0.223
H -1.484 -3.181 0.498 0.239
C 1.704 0.001 -0.018 0.595
O 2.752 0.001 0.504 -0.542
H 0.729 0.016 -2.370 -0.239
C 0.916 -1.117 3.034 -0.624
C -0.006 0.000 2.515 0.249
C -1.432 -0.247 3.011 -0.626
C 0.496 1.363 3.016 -0.618
O 0.040 0.003 1.219 -0.863
H 0.906 -1.145 4.144 0.202
H 1.958 -0.959 2.716 0.218
H 0.577 -2.098 2.661 0.198
H -1.473 -0.249 4.114 0.206
H -2.106 0.543 2.635 0.207
H -1.798 -1.222 2.642 0.204
H 1.521 1.556 2.661 0.211
H -0.161 2.169 2.646 0.197
H 0.496 1.397 4.124 0.204